1.
Entry from the Open Molecules 2025 dataset: C5H7Br9CaO3Rb as an isolated structure in a non-equilibrium geometry (wB97M-V/def2-TZVPD).

Results
* E_LUMO (alpha / beta): -7.6 / -12.2 eV
* HOMO energy (alpha / beta): -14.047 / -14.047 eV
* charge: +2
* orbital gap (alpha / beta): 6.47 / 1.80 eV
* spin multiplicity: 2
* strongest force on any atom: 2.0 eV/Å

```
26
Properties=species:S:1:pos:R:3:lowdin_spin:R:1
Rb -7.99 1.22 -11.82 0.000
Ca -10.29 0.07 -8.52 0.000
O -9.47 -0.93 -10.29 0.000
H -9.99 -0.76 -11.10 0.000
C -11.46 3.98 -10.01 0.000
C -11.04 2.69 -9.40 0.000
O -10.40 1.88 -10.15 0.000
O -11.31 2.31 -8.25 0.000
H -12.41 4.46 -9.76 0.000
H -11.37 4.00 -11.09 0.000
H -10.64 4.67 -9.80 0.000
C -10.79 6.72 -14.45 0.000
Br -9.94 5.59 -13.04 0.000
Br -9.68 6.79 -16.10 0.000
Br -10.92 8.56 -13.66 0.000
H -11.82 6.41 -14.66 0.000
C -7.32 5.27 -7.75 0.000
Br -8.87 5.44 -6.62 0.000
Br -7.93 5.54 -9.67 0.000
Br -6.56 3.44 -7.63 0.000
H -6.55 5.99 -7.49 0.000
C -15.35 2.64 -10.15 -0.030
Br -14.33 1.14 -9.37 0.077
Br -16.90 3.03 -8.98 0.558
Br -16.09 2.19 -11.95 0.395
H -14.77 3.56 -10.18 -0.001
```

2.
Entry from the Open Molecules 2025 dataset: a 2-piece molecular cluster, C2H3N3O3 overall in a non-equilibrium geometry (wB97M-V/def2-TZVPD).

Results
* E_LUMO: -0.7 eV
* HOMO energy: -9.814 eV
* orbital gap: 9.10 eV
* strongest force on any atom: 8.1 eV/Å

```
11
Properties=species:S:1:pos:R:3:lowdin_charge:R:1
C -1.57 -0.05 -0.23 -0.230
C 0.04 1.51 -0.05 -0.470
H 1.07 -2.16 -0.47 0.332
H -2.38 -0.84 -0.35 0.173
H 2.02 0.46 1.42 0.175
N -0.51 -0.76 -0.01 -0.179
N -1.43 1.19 -0.10 0.180
N 0.46 0.17 -0.07 -0.040
O -0.17 -1.81 -0.90 -0.074
O 0.63 2.46 0.20 0.172
O 1.85 -0.15 0.56 -0.038
```

3.
Entry from the Open Molecules 2025 dataset: C30H75BF4N5Na2O10 as an isolated structure in a non-equilibrium geometry (wB97M-V/def2-TZVPD).

Results
* E_LUMO: -5.8 eV
* HOMO energy: -9.262 eV
* charge: +1
* orbital gap: 3.49 eV
* strongest force on any atom: 3.1 eV/Å

```
127
Properties=species:S:1:pos:R:3:lowdin_charge:R:1
Na 6.94 -6.00 6.89 0.978
Na 3.59 -6.38 1.85 0.929
B 3.47 -1.79 2.97 -1.360
F 4.55 -1.07 2.49 0.102
F 2.67 -1.05 3.80 0.132
F 2.80 -2.24 1.88 0.123
F 3.93 -2.93 3.69 0.030
C -11.18 -5.66 1.34 -0.131
O -10.54 -5.46 0.11 -0.190
C -10.11 -6.68 -0.47 -0.225
C -9.48 -6.47 -1.87 -0.204
N -8.08 -6.13 -2.02 -0.065
C -7.57 -4.96 -1.29 -0.185
C -6.05 -5.02 -1.01 -0.228
O -5.33 -4.51 -2.13 -0.193
C -3.88 -4.60 -2.02 -0.091
H -11.48 -4.68 1.71 0.091
H -10.61 -6.10 2.17 0.082
H -12.02 -6.34 1.21 0.085
H -10.96 -7.33 -0.61 0.114
H -9.46 -7.22 0.21 0.122
H -10.21 -5.88 -2.43 0.116
H -9.46 -7.47 -2.32 0.112
H -7.87 -6.16 -3.00 0.111
H -8.03 -4.95 -0.30 0.106
H -7.83 -3.99 -1.71 0.121
H -5.73 -6.04 -0.85 0.112
H -5.92 -4.50 -0.06 0.112
H -3.46 -3.88 -1.32 0.077
H -3.30 -4.44 -2.94 0.079
H -3.62 -5.60 -1.66 0.072
C -2.12 -5.55 5.82 -0.096
O -1.49 -4.73 6.80 -0.182
C -1.17 -3.44 6.48 -0.266
C -0.41 -2.69 7.57 -0.177
N 0.89 -3.33 7.91 -0.045
C 1.54 -2.85 9.13 -0.219
C 2.99 -3.41 9.29 -0.215
O 3.80 -3.04 8.19 -0.221
C 4.02 -1.64 8.05 -0.089
H -1.55 -5.75 4.92 0.075
H -3.01 -5.02 5.47 0.083
H -2.48 -6.51 6.19 0.085
H -2.12 -2.91 6.43 0.120
H -0.71 -3.37 5.49 0.124
H -1.08 -2.64 8.44 0.116
H -0.37 -1.61 7.40 0.116
H 1.52 -3.35 7.13 0.104
H 1.01 -3.21 10.01 0.115
H 1.49 -1.76 9.21 0.100
H 2.92 -4.50 9.31 0.111
H 3.34 -3.14 10.29 0.115
H 4.77 -1.39 8.80 0.089
H 3.17 -0.96 8.10 0.087
H 4.36 -1.53 7.03 0.093
C 6.82 -3.07 -4.16 -0.078
O 6.43 -4.42 -3.86 -0.189
C 6.28 -4.75 -2.51 -0.243
C 6.17 -6.26 -2.30 -0.225
N 4.77 -6.69 -2.44 -0.038
C 4.72 -8.16 -2.56 -0.226
C 3.31 -8.60 -2.75 -0.263
O 2.83 -8.08 -3.98 -0.179
C 1.51 -8.55 -4.30 -0.090
H 6.09 -2.40 -3.71 0.084
H 6.74 -2.95 -5.24 0.092
H 7.78 -2.76 -3.75 0.085
H 5.44 -4.26 -2.01 0.123
H 7.17 -4.41 -1.97 0.115
H 6.59 -6.51 -1.33 0.100
H 6.87 -6.83 -2.90 0.118
H 4.47 -6.22 -3.29 0.111
H 5.15 -8.77 -1.77 0.118
H 5.25 -8.50 -3.46 0.126
H 2.64 -8.29 -1.94 0.113
H 3.40 -9.69 -2.72 0.120
H 1.18 -8.05 -5.21 0.085
H 0.73 -8.23 -3.62 0.087
H 1.56 -9.60 -4.61 0.092
C 0.54 3.39 -2.32 -0.096
O -0.02 4.42 -3.16 -0.212
C -0.72 5.41 -2.44 -0.214
C -0.93 6.64 -3.38 -0.184
N -2.29 6.69 -3.92 -0.087
C -2.48 7.76 -4.90 -0.216
C -3.89 8.01 -5.39 -0.245
O -3.84 9.09 -6.28 -0.176
C -5.05 9.27 -6.96 -0.127
H -0.17 3.00 -1.59 0.082
H 1.36 3.80 -1.74 0.080
H 0.88 2.61 -3.01 0.087
H -0.08 5.66 -1.59 0.108
H -1.65 5.03 -2.02 0.118
H -0.21 6.59 -4.20 0.112
H -0.72 7.56 -2.83 0.111
H -2.56 5.80 -4.31 0.109
H -1.77 7.60 -5.71 0.122
H -2.21 8.66 -4.35 0.121
H -4.54 8.32 -4.58 0.127
H -4.31 7.09 -5.79 0.120
H -4.86 9.83 -7.87 0.089
H -5.81 9.77 -6.36 0.087
H -5.48 8.32 -7.28 0.082
C 1.84 12.37 -3.65 -0.125
O 2.74 12.26 -2.59 -0.181
C 2.52 11.05 -1.88 -0.249
C 3.47 10.87 -0.71 -0.209
N 3.40 9.56 -0.05 -0.051
C 4.58 9.36 0.83 -0.199
C 4.73 7.90 1.20 -0.277
O 3.69 7.54 2.06 -0.171
C 3.77 6.11 2.35 -0.086
H 1.82 11.51 -4.32 0.086
H 2.08 13.29 -4.20 0.090
H 0.83 12.48 -3.25 0.083
H 2.65 10.22 -2.57 0.118
H 1.47 10.98 -1.62 0.116
H 3.29 11.65 0.03 0.116
H 4.45 11.09 -1.12 0.119
H 2.53 9.40 0.44 0.108
H 4.51 10.03 1.69 0.115
H 5.51 9.69 0.36 0.115
H 5.66 7.72 1.74 0.113
H 4.90 7.30 0.31 0.123
H 3.09 5.48 1.78 0.082
H 3.48 6.04 3.40 0.081
H 4.76 5.65 2.34 0.082
```

4.
Entry from the Open Molecules 2025 dataset: C41H33BrF4N4OsPS as an isolated structure in a non-equilibrium geometry (wB97M-V/def2-TZVPD).

Results
* E_LUMO: -3.1 eV
* HOMO energy: -9.689 eV
* charge: +1
* orbital gap: 6.58 eV
* strongest force on any atom: 2.1 eV/Å

```
86
Properties=species:S:1:pos:R:3:lowdin_charge:R:1
Os -0.22 -0.62 -0.45 0.825
N 1.30 0.40 3.52 0.120
C 0.67 0.26 2.33 -0.652
S 0.97 -1.32 1.52 0.950
N -0.08 1.19 1.87 0.075
N -0.71 0.87 0.67 -0.170
C -1.66 1.71 0.28 -0.186
C -2.02 2.96 0.97 -0.176
C -2.31 3.02 2.33 -0.028
C -2.65 4.22 2.92 -0.063
C -2.70 5.39 2.17 -0.072
C -2.41 5.34 0.81 -0.066
C -2.07 4.14 0.22 -0.042
C -2.30 1.28 -0.93 -0.217
C -3.46 1.89 -1.46 0.003
C -4.00 1.41 -2.62 -0.043
C -3.38 0.34 -3.27 -0.041
C -2.27 -0.23 -2.72 -0.136
N -1.74 0.18 -1.54 -0.118
H 2.08 -0.20 3.73 0.096
H 1.32 1.33 3.92 0.119
H -2.28 2.12 2.93 0.092
H -2.88 4.25 3.98 0.109
H -2.97 6.33 2.64 0.108
H -2.43 6.25 0.22 0.109
H -1.81 4.12 -0.83 0.113
H -3.90 2.71 -0.93 0.121
H -4.89 1.87 -3.03 0.116
H -3.75 -0.05 -4.21 0.115
H -1.76 -1.06 -3.19 0.072
F 1.44 -3.75 -6.66 0.165
C 1.53 -2.98 -5.59 -0.125
C 2.43 -1.93 -5.55 -0.125
F 3.21 -1.69 -6.59 0.160
C 2.52 -1.14 -4.41 -0.193
F 3.43 -0.17 -4.43 0.127
C 1.71 -1.34 -3.31 -0.292
P 1.69 -0.23 -1.84 0.943
C 1.92 1.47 -2.44 -0.347
C 3.18 2.03 -2.66 -0.094
C 3.28 3.35 -3.09 -0.058
C 2.14 4.10 -3.31 -0.062
C 0.89 3.55 -3.09 -0.067
C 0.78 2.24 -2.65 -0.088
C 3.22 -0.68 -0.98 -0.389
C 3.75 0.21 -0.05 -0.119
C 4.85 -0.16 0.71 -0.069
C 5.42 -1.42 0.56 -0.067
C 4.88 -2.31 -0.34 -0.061
C 3.78 -1.95 -1.11 -0.078
C 0.84 -2.43 -3.36 -0.527
Br -0.23 -2.90 -1.85 0.976
C 0.74 -3.24 -4.47 -0.253
F -0.09 -4.28 -4.50 0.103
H 4.08 1.45 -2.50 0.108
H 4.26 3.78 -3.26 0.112
H 2.22 5.13 -3.65 0.111
H -0.01 4.13 -3.24 0.107
H -0.20 1.81 -2.45 0.075
H 3.31 1.19 0.09 0.114
H 5.27 0.55 1.42 0.110
H 6.28 -1.70 1.15 0.110
H 5.31 -3.30 -0.46 0.112
H 3.37 -2.66 -1.82 0.106
C -2.28 -0.68 2.95 -0.040
C -1.90 -1.95 2.18 -0.530
C -3.10 -2.33 1.31 -0.053
C -0.74 -1.86 1.16 -0.581
C -1.53 -3.05 3.18 -0.188
C -2.04 -4.34 3.09 -0.030
C -1.64 -5.34 3.97 -0.070
C -0.71 -5.06 4.96 -0.083
C -0.19 -3.78 5.06 -0.071
C -0.59 -2.79 4.18 -0.052
H -2.62 0.11 2.27 0.066
H -1.48 -0.29 3.57 0.065
H -3.11 -0.93 3.61 0.108
H -3.37 -1.49 0.67 0.082
H -3.96 -2.58 1.94 0.102
H -2.90 -3.19 0.67 0.083
H -0.60 -2.91 0.87 0.024
H -2.77 -4.59 2.33 0.104
H -2.07 -6.33 3.89 0.107
H -0.40 -5.84 5.65 0.106
H 0.53 -3.55 5.84 0.106
H -0.17 -1.80 4.29 0.086
```